No. 1
# H3NP2

A 2-piece molecular cluster, H3NP2 overall at a distorted geometry (ωB97M-V/def2-TZVPD, the Open Molecules 2025 dataset).

Properties
ΔE to the lowest compared entry with this formula, charge and spin   2.532 eV
Charge   0
2S+1   1
Gap between HOMO and LUMO (spin up / spin down)   0.3021 / 0.2618 Eh

Last column: Löwdin charge in e.
Cartesian coordinates (Å):
N  0.433  0.237  -0.899  -0.57
P  -0.416  0.693  -2.092  0.52
P  -0.995  -0.187  1.303  0.62
H  0.872  1.018  -3.009  -0.10
H  -0.661  -1.505  0.971  -0.23
H  -2.254  -0.342  0.733  -0.24

***

No. 2
# C28H60N3O4S

A 4-piece molecular cluster, C28H60N3O4S overall at a distorted geometry (ωB97M-V/def2-TZVPD, the Open Molecules 2025 dataset).

Properties
Charge   -1
2S+1   1
Gap between HOMO and LUMO   0.2714 Eh

Last column: Löwdin charge in e.
Cartesian coordinates (Å):
C  3.782  2.131  2.430  0.04
C  4.296  2.774  1.363  -0.09
C  3.790  2.640  -0.054  -0.39
C  5.009  2.845  -1.032  -0.38
S  4.834  4.151  -2.260  0.89
C  4.875  5.737  -1.408  -0.55
C  5.819  5.824  -0.214  -0.15
O  2.820  3.643  -0.377  -0.02
C  1.986  4.033  0.632  -0.50
O  2.185  5.070  1.203  0.12
C  0.797  3.187  0.923  -0.13
C  -0.185  3.278  -0.279  -0.06
C  3.282  1.185  -0.258  -0.67
O  2.094  1.026  -0.613  -0.02
O  4.139  0.286  -0.063  -0.04
H  3.624  2.699  3.345  0.06
H  3.579  1.066  2.430  0.06
H  5.163  3.416  1.514  0.10
H  5.079  1.938  -1.629  0.07
H  5.934  2.909  -0.464  0.08
H  3.886  6.045  -1.069  0.06
H  5.190  6.487  -2.136  0.06
H  6.852  5.596  -0.473  0.07
H  5.785  6.844  0.175  0.07
H  5.455  5.184  0.584  0.04
H  1.058  2.135  1.010  0.08
H  0.310  3.517  1.836  0.11
H  -0.401  2.279  -0.651  0.07
H  0.265  3.804  -1.120  0.07
H  -1.110  3.773  0.009  0.06
C  0.250  1.096  4.988  -0.09
C  -0.661  -0.062  4.606  -0.28
N  -0.620  -0.379  3.193  -0.19
C  -1.660  -1.300  2.782  -0.25
C  -1.637  -2.726  3.349  -0.08
C  0.705  -0.638  2.644  -0.23
C  1.526  -1.781  3.257  -0.07
H  0.013  1.988  4.407  0.07
H  0.117  1.333  6.046  0.07
H  1.303  0.856  4.840  0.06
H  -1.688  0.220  4.858  0.11
H  -0.413  -0.929  5.241  0.10
H  -1.664  -1.353  1.690  0.11
H  -2.623  -0.847  3.048  0.11
H  -0.872  -3.337  2.872  0.06
H  -2.597  -3.212  3.155  0.05
H  -1.476  -2.746  4.427  0.06
H  1.290  0.280  2.725  0.08
H  0.615  -0.801  1.569  0.12
H  1.468  -1.797  4.348  0.06
H  2.576  -1.655  2.983  0.07
H  1.216  -2.754  2.880  0.05
C  -5.181  -3.266  1.280  -0.09
C  -4.977  -4.756  1.059  -0.27
N  -5.524  -5.579  2.123  -0.20
C  -5.109  -6.968  2.042  -0.25
C  -5.572  -7.795  0.834  -0.09
C  -6.924  -5.356  2.433  -0.25
C  -7.954  -5.555  1.311  -0.08
H  -4.756  -2.950  2.233  0.07
H  -4.684  -2.705  0.487  0.08
H  -6.235  -2.984  1.260  0.06
H  -3.901  -4.942  1.009  0.12
H  -5.384  -5.024  0.071  0.10
H  -5.419  -7.477  2.959  0.11
H  -4.015  -6.983  2.063  0.11
H  -6.618  -8.086  0.918  0.05
H  -4.990  -8.718  0.780  0.07
H  -5.431  -7.265  -0.108  0.07
H  -7.028  -4.336  2.810  0.10
H  -7.193  -5.989  3.283  0.11
H  -7.620  -5.128  0.365  0.07
H  -8.889  -5.060  1.582  0.07
H  -8.186  -6.607  1.152  0.05
C  -0.262  0.784  -6.509  -0.10
C  1.017  1.606  -6.461  -0.29
N  1.146  2.399  -5.258  -0.20
C  2.230  3.364  -5.318  -0.25
C  3.662  2.828  -5.400  -0.11
C  1.036  1.665  -3.999  -0.23
C  2.026  0.523  -3.746  -0.08
H  -1.141  1.421  -6.398  0.07
H  -0.333  0.269  -7.470  0.07
H  -0.287  0.020  -5.731  0.06
H  1.008  2.290  -7.316  0.11
H  1.873  0.929  -6.614  0.10
H  2.156  4.025  -4.451  0.11
H  2.051  4.009  -6.187  0.10
H  3.989  2.454  -4.433  0.02
H  4.343  3.635  -5.676  0.07
H  3.776  2.037  -6.143  0.06
H  0.022  1.259  -3.932  0.10
H  1.098  2.376  -3.173  0.11
H  2.174  -0.097  -4.636  0.06
H  1.649  -0.118  -2.950  0.07
H  2.993  0.890  -3.412  0.05

***

No. 3
# C4H10N3

A 2-piece molecular cluster, C4H10N3 overall at a distorted geometry (ωB97M-V/def2-TZVPD, the Open Molecules 2025 dataset).

Properties
ΔE to the lowest compared entry with this formula, charge and spin   4.652 eV
Charge   +1
2S+1   1
Gap between HOMO and LUMO   0.3415 Eh

Last column: Löwdin charge in e.
Cartesian coordinates (Å):
C  -1.593  0.378  -0.441  -0.17
C  1.632  -1.175  0.298  -0.07
C  1.157  -0.680  -1.107  -0.06
C  0.638  -0.081  0.192  -0.29
N  -2.886  0.410  -0.232  0.21
N  1.178  1.668  1.221  0.05
N  -0.774  -0.106  0.368  0.08
H  -1.136  0.940  -1.342  0.21
H  1.307  -2.204  0.730  0.14
H  2.726  -0.998  0.460  0.13
H  1.703  -0.135  -1.796  0.08
H  0.323  -1.244  -1.687  0.14
H  -3.523  0.912  -0.783  0.12
H  -3.275  -0.337  0.307  0.13
H  1.975  2.100  0.612  0.05
H  1.725  1.162  1.977  0.02
H  -1.177  -0.609  1.224  0.23